1) DFT (ωB97M-V/def2-TZVPD) results for 40 unconnected molecules or ions with the total composition H80O40.

XYZ file:
```
120
H80O40 (ωB97M-V/def2-TZVPD)
H 1.501 2.042 1.350
H 2.638 1.119 1.687
O 1.826 1.577 2.146
H 2.587 -0.478 -3.501
H 3.651 0.325 -3.411
O 3.476 -0.554 -3.532
H -2.448 0.902 2.243
H -2.773 0.270 1.094
O -3.261 0.942 1.772
H -5.518 3.589 0.651
H -4.434 3.405 1.585
O -4.970 4.167 1.215
H 1.243 0.031 -6.313
H 0.666 1.200 -5.599
O 1.170 0.314 -5.455
H -1.599 6.154 -1.014
O -1.493 6.240 -2.050
H 3.638 -1.594 4.879
O 3.604 -0.778 4.626
H -0.492 -2.762 3.396
H -0.408 -3.345 5.080
O -0.723 -3.469 4.098
H 2.540 -0.529 0.561
H 4.068 -0.536 0.211
O 3.359 -0.132 0.770
H 1.517 -2.616 4.555
H 1.833 -4.123 4.613
O 2.170 -3.211 4.630
H 2.040 -3.138 -1.746
H 2.493 -2.091 -3.140
O 1.962 -2.909 -2.709
H -1.388 2.384 1.939
O -1.431 2.632 0.940
H 1.275 -5.576 1.611
H 0.916 -4.091 1.747
O 1.024 -4.804 1.077
H -4.735 3.853 -3.014
H -3.752 3.559 -1.873
O -4.084 4.220 -2.498
H -0.267 -0.054 -2.113
H 1.282 0.400 -1.864
O 0.324 0.497 -1.723
H 4.355 2.236 -0.806
H 4.084 3.647 -0.514
O 4.523 2.858 -0.162
H -2.308 -1.150 -0.237
H -3.749 -1.377 0.468
O -3.343 -0.939 -0.330
H 6.121 1.273 -2.393
H 5.135 2.095 -3.389
O 5.098 1.457 -2.627
H 0.065 -0.928 0.228
O -0.420 -1.763 0.162
H 4.464 -2.009 -0.374
H 4.495 -1.725 -1.695
O 3.834 -1.880 -1.064
H 0.218 0.442 4.138
O -0.152 1.368 4.394
H -3.245 -4.195 -0.236
H -1.936 -3.651 -0.783
O -2.750 -3.478 -0.742
H -3.058 2.717 -0.930
H -4.031 1.544 -0.527
O -3.473 1.923 -1.100
H -5.278 -0.663 -2.010
H -4.900 -0.113 -3.359
O -5.586 -0.220 -2.772
H 0.544 -3.821 -4.964
H 1.993 -4.622 -4.897
O 1.239 -4.329 -5.322
H 3.638 -4.442 2.807
H 3.413 -3.224 1.774
O 3.107 -4.108 2.034
H -1.438 -2.022 -2.834
H -0.027 -2.719 -2.551
O -0.588 -1.929 -2.457
H 0.543 -0.899 6.026
H -0.474 -1.701 5.686
O -0.437 -0.870 6.131
H -1.791 2.356 4.168
H -2.986 3.155 4.401
O -2.739 2.414 3.969
H 3.987 1.275 3.467
H 4.553 2.538 3.780
O 4.872 1.615 3.676
H 2.259 -1.955 2.054
H 0.875 -2.665 1.648
O 1.302 -2.075 2.260
H -5.753 0.239 3.143
O -5.145 -0.465 2.871
H 0.367 -5.544 -0.869
H -0.445 -6.799 -1.249
O -0.281 -5.826 -1.465
H -0.508 -2.258 -0.550
H -2.276 5.764 -2.275
H -0.012 1.327 5.350
H 4.403 -0.555 5.272
H -1.325 1.686 0.515
H -4.131 -0.357 3.155
O -0.357 -0.265 2.042
H 0.377 -0.329 1.550
H -0.907 -0.975 1.783
O -5.911 1.129 0.546
H -4.839 0.959 0.703
H -6.235 0.734 1.320
O 5.714 -1.230 -2.614
H 5.548 -0.825 -3.405
H 5.579 -2.218 -2.833
O 0.245 3.444 -2.233
H -0.426 2.734 -2.356
H -0.109 4.092 -1.598
O -0.895 5.365 0.786
H -1.415 4.432 0.747
H 0.028 5.076 0.675
O 1.577 2.889 -5.224
H 0.912 3.338 -4.734
H 2.358 2.472 -4.794
O -3.284 1.086 -4.456
H -2.296 1.418 -4.655
H -3.299 0.650 -3.529
```

Spin multiplicity: 1
Highest occupied orbital energy, Eh: -0.373



2) DFT (ωB97M-V/def2-TZVPD) results for 40 unconnected molecules or ions with the total composition H80O40.

XYZ file:
```
120
H80O40 (ωB97M-V/def2-TZVPD)
H -3.207 4.964 -2.725
H -2.029 4.304 -3.141
O -2.492 4.462 -2.306
H 2.924 1.356 -5.069
H 1.544 1.059 -4.548
O 2.320 1.583 -4.354
H 1.378 -1.633 4.128
H 0.241 -2.091 5.156
O 1.134 -1.778 5.039
H -4.031 -2.164 4.646
H -5.422 -2.014 3.978
O -4.501 -2.236 3.816
H -1.069 -1.178 -2.904
H -0.904 -2.497 -2.063
O -1.333 -2.108 -2.842
H 4.240 2.975 2.953
O 4.769 2.268 2.516
H 3.336 5.393 -3.315
O 3.140 4.875 -4.096
H 1.799 0.055 5.787
H 2.275 1.623 5.893
O 2.350 0.723 6.200
H -2.483 -3.740 4.338
H -1.344 -3.690 3.379
O -2.033 -4.295 3.694
H -0.794 0.615 -6.251
H 0.434 0.421 -5.308
O -0.143 1.042 -5.696
H 0.501 4.939 2.367
H 1.674 5.316 3.211
O 0.965 4.682 3.171
H 3.694 -0.227 -4.204
O 3.690 -0.991 -4.790
H -6.674 -2.057 0.555
H -6.229 -2.812 2.021
O -6.384 -2.068 1.455
H 1.095 2.338 3.809
H 1.471 2.028 2.373
O 1.872 2.237 3.237
H 3.186 -0.512 -1.403
H 3.837 -0.056 -0.284
O 3.489 -0.908 -0.581
H 3.581 1.770 -0.552
H 4.446 2.510 -1.584
O 4.079 1.653 -1.361
H -2.660 2.234 0.630
H -4.031 1.821 0.970
O -3.121 1.682 1.275
H 1.121 0.653 -2.027
H 0.264 0.240 -0.724
O 1.090 0.567 -1.083
H -2.249 -5.222 0.206
O -2.038 -5.414 1.112
H 1.982 -2.590 -0.472
H 1.775 -3.728 -1.516
O 1.739 -2.777 -1.386
H 1.051 -4.257 2.167
O 0.138 -3.911 2.116
H -0.450 -2.921 0.044
H -1.937 -2.506 -0.220
O -1.036 -2.186 -0.219
H -3.680 0.667 -3.930
H -4.000 1.444 -2.663
O -3.591 1.538 -3.530
H 2.322 -5.280 2.872
H 2.768 -4.699 1.588
O 2.380 -5.519 1.936
H 3.265 3.982 1.915
H 3.178 4.884 3.265
O 3.664 4.612 2.500
H 3.872 -0.208 2.269
H 2.598 0.625 3.017
O 2.985 -0.166 2.615
H -2.175 -0.285 2.899
H -1.565 0.212 4.165
O -1.700 -0.617 3.666
H -2.709 -3.547 -3.305
H -2.889 -3.785 -4.872
O -3.275 -3.891 -4.004
H -5.411 -0.500 -0.471
H -4.205 -0.906 -1.050
O -4.836 -0.187 -1.191
H -1.518 0.882 -2.874
H -0.518 0.075 -3.869
O -0.568 0.529 -3.022
H -1.684 -1.777 -4.917
H -2.748 -0.848 -5.754
O -1.844 -1.130 -5.617
H -0.043 3.223 -3.021
O 0.485 2.934 -2.262
H -3.997 1.211 2.889
H -4.654 0.110 3.821
O -4.488 1.045 3.697
H -2.892 -5.273 1.541
H 5.652 2.498 2.826
H -0.310 -4.666 1.692
H 2.297 4.443 -3.983
H 4.273 -0.757 -5.511
H 0.951 2.269 -2.789
O -0.850 1.878 3.449
H -0.319 1.522 2.718
H -1.591 2.338 3.050
O 2.213 4.787 -1.446
H 2.987 4.215 -1.526
H 1.555 4.052 -1.471
O 0.263 -0.346 1.664
H 1.191 -0.575 1.852
H -0.225 -1.139 1.437
O 0.770 2.385 0.675
H 0.230 2.821 -0.006
H 1.246 2.006 -0.150
O 3.362 -3.021 3.030
H 3.578 -2.162 3.421
H 3.693 -3.556 3.736
O 0.775 -2.494 -4.505
H 1.318 -2.824 -3.791
H 1.356 -2.387 -5.265
O -2.333 0.399 -1.294
H -2.164 -0.107 -0.485
H -2.477 1.245 -0.852
```

Spin multiplicity: 1
Highest occupied orbital energy, Eh: -0.376



3) DFT (ωB97M-V/def2-TZVPD) results for a molecular structure, H80O40.

XYZ file:
```
120
H80O40 (ωB97M-V/def2-TZVPD)
H -4.357 -3.840 3.382
H -3.101 -3.495 2.464
O -3.381 -3.755 3.348
H 5.068 -0.343 -0.481
H 4.888 -1.262 0.799
O 4.916 -1.238 -0.163
H -2.460 1.747 5.036
H -1.950 0.441 4.295
O -2.485 0.791 5.030
H -1.939 -0.498 -1.289
H -0.961 -0.226 -2.389
O -1.580 -0.928 -2.069
H -4.426 0.472 3.542
H -4.430 -0.380 4.696
O -4.863 -0.339 3.837
H 1.293 -2.975 1.579
O 1.922 -2.269 1.793
H 2.645 5.589 1.960
O 2.483 4.757 1.512
H 3.609 -0.663 2.547
H 2.655 -0.140 1.483
O 3.585 -0.248 1.668
H -0.389 -3.518 4.150
H 1.168 -3.851 3.722
O 0.479 -3.933 4.377
H 2.877 3.824 3.604
H 2.030 3.029 4.681
O 2.189 3.156 3.709
H 3.907 -3.707 -1.349
H 3.955 -3.006 -0.079
O 3.751 -3.909 -0.410
H -2.054 1.895 2.430
O -2.951 1.632 2.285
H -0.771 1.393 -0.112
H -0.345 0.125 0.509
O -1.172 0.564 0.279
H -1.944 -3.019 5.266
H -2.191 -2.349 3.910
O -1.511 -2.449 4.601
H -0.494 -0.454 3.048
H -0.121 0.806 3.679
O -0.640 0.497 2.878
H 3.047 -2.250 -2.749
H 4.197 -1.472 -3.435
O 4.005 -2.273 -2.916
H -3.717 -3.523 -0.641
H -2.665 -2.690 -1.667
O -3.337 -2.725 -0.980
H 0.782 -0.355 -3.297
H 0.202 0.930 -3.767
O 0.430 0.469 -2.947
H -0.905 1.140 -5.863
O -1.388 1.817 -5.418
H 2.592 2.965 -4.516
H 2.693 1.787 -5.646
O 3.071 2.196 -4.855
H -3.790 -0.993 2.053
O -3.975 -1.312 1.114
H -0.984 5.806 -1.217
H 0.610 5.893 -1.275
O -0.235 6.105 -1.757
H 1.435 4.203 -2.370
H 1.380 5.221 -3.206
O 1.211 4.283 -3.332
H 2.114 4.955 0.007
H 2.688 3.897 -0.991
O 2.300 4.773 -0.968
H -0.116 1.939 5.261
H -0.177 2.644 6.395
O -0.638 2.743 5.552
H -3.838 -1.109 -5.109
H -3.065 -1.200 -3.949
O -2.898 -1.112 -4.891
H -1.062 2.635 -2.438
H -0.446 3.970 -1.961
O -1.131 3.323 -1.764
H 0.070 -1.663 -2.096
H 0.362 -2.371 -3.463
O 0.774 -2.130 -2.607
H 1.322 0.616 -4.475
H 2.320 -0.538 -4.562
O 1.390 -0.324 -4.611
H 0.102 -4.594 1.127
H -0.517 -4.493 2.621
O -0.039 -4.017 1.940
H -1.220 -2.464 1.087
H -2.439 -1.737 1.030
O -1.529 -1.624 1.462
H -3.475 4.492 2.358
O -3.142 4.223 1.492
H 6.070 -1.958 -1.797
H 4.899 -2.805 -2.445
O 5.739 -2.358 -2.631
H -2.302 2.026 -5.545
H 2.644 -2.513 1.205
H -3.786 -0.450 0.658
H 1.891 4.182 2.053
H -3.193 0.728 2.185
H -3.530 3.352 1.356
O 2.845 1.276 -1.170
H 2.540 1.200 -2.100
H 2.791 0.367 -0.876
O 0.136 -4.313 -1.038
H 0.513 -3.571 -1.530
H -0.632 -4.486 -1.595
O -1.254 -3.127 -5.774
H -2.101 -2.645 -5.754
H -0.808 -2.240 -5.622
O 4.328 -1.151 -4.986
H 4.085 -0.249 -4.785
H 5.027 -1.456 -4.336
O 1.170 -1.373 4.985
H 0.218 -1.572 5.150
H 1.579 -2.249 4.800
O -5.348 -0.597 -1.284
H -4.742 0.084 -0.985
H -5.559 -1.059 -0.459
O -3.229 4.248 4.058
H -2.888 3.391 4.442
H -2.740 4.858 4.612
```

Spin multiplicity: 1
Highest occupied orbital energy, Eh: -0.327



4) DFT (ωB97M-V/def2-TZVPD) results for 40 unconnected molecules or ions with the total composition H80O40.

XYZ file:
```
120
H80O40 (ωB97M-V/def2-TZVPD)
H -0.388 -3.472 0.641
H -1.613 -3.200 -0.355
O -1.084 -2.831 0.366
H 1.165 -3.510 1.808
H 1.537 -2.537 0.495
O 1.388 -2.639 1.462
H -1.809 3.785 -0.075
H -0.907 3.766 -1.146
O -1.801 3.446 -0.985
H 4.793 2.981 -1.369
H 5.970 2.375 -2.378
O 5.079 2.602 -2.226
H -0.695 -4.037 3.995
H -2.058 -4.635 4.005
O -1.204 -4.717 4.421
H -3.177 -1.873 5.574
O -2.989 -0.920 5.767
H -1.725 -5.400 -1.357
O -1.726 -4.437 -1.614
H 2.166 3.517 -2.042
H 1.311 3.456 -0.894
O 1.144 3.530 -1.814
H 3.062 -5.256 -0.006
H 2.209 -6.409 -0.457
O 2.093 -5.632 0.078
H 1.151 3.839 1.716
H 1.588 2.257 1.068
O 1.545 3.234 1.028
H -1.476 1.298 -1.588
H -1.792 0.688 -3.101
O -1.801 1.476 -2.474
H -1.171 2.723 -5.507
O -0.726 2.279 -4.741
H -2.443 0.146 2.789
H -1.709 0.111 4.078
O -1.819 0.628 3.307
H -5.381 -1.703 0.538
H -5.050 -0.786 1.815
O -5.072 -1.701 1.506
H -1.757 -1.057 0.391
H -1.811 -0.818 -1.065
O -1.425 -0.419 -0.226
H 1.873 0.121 -6.004
H 0.867 0.355 -4.845
O 1.020 -0.166 -5.695
H 2.629 0.603 -1.397
H 1.945 0.800 -0.103
O 2.848 0.921 -0.482
H 4.312 -3.644 0.067
H 4.993 -4.284 -1.136
O 4.679 -4.484 -0.234
H -4.287 1.511 2.032
O -4.782 1.548 1.170
H 0.489 -3.168 -4.426
H 0.427 -4.539 -4.034
O 0.692 -3.698 -3.589
H -1.218 -2.166 2.386
O -0.713 -1.838 3.164
H 0.253 5.709 1.043
H 1.808 5.539 0.720
O 1.139 5.935 1.274
H -0.255 0.729 1.680
H -0.361 0.976 0.209
O 0.351 1.062 0.901
H 4.893 0.700 -2.687
H 5.654 -0.371 -2.231
O 4.952 -0.223 -2.882
H 0.336 1.563 2.877
H -0.102 1.439 4.288
O 0.540 1.948 3.753
H -3.768 -1.087 -2.443
H -5.137 -0.872 -3.126
O -4.635 -1.447 -2.618
H -3.639 0.809 -2.838
H -4.020 1.721 -3.981
O -4.202 1.510 -3.081
H 4.106 -1.192 2.759
H 3.350 -2.428 2.421
O 4.176 -1.958 2.200
H -2.665 5.933 -1.509
H -1.186 6.100 -1.791
O -1.827 6.038 -1.055
H -3.066 -1.607 -5.798
H -2.902 -2.329 -4.461
O -3.416 -1.748 -4.946
H -0.486 1.037 6.707
H 0.213 0.196 5.821
O -0.679 0.578 5.929
H 1.368 0.654 -3.174
O 0.703 0.377 -2.461
H 1.394 -5.885 3.209
H 1.752 -5.407 1.653
O 1.431 -5.109 2.570
H -4.069 1.355 0.581
H -2.064 -1.017 5.928
H 0.222 -2.214 2.918
H -1.119 -4.328 -2.364
H -1.230 2.475 -3.935
H 1.127 0.587 -1.598
O 4.293 4.010 0.350
H 4.377 4.012 1.271
H 3.348 4.023 0.140
O 2.176 -3.025 -1.579
H 1.477 -3.208 -2.327
H 2.890 -2.888 -2.232
O 1.831 0.572 6.045
H 2.494 0.402 5.359
H 1.616 1.376 5.654
O 5.842 1.037 -0.232
H 4.891 0.921 -0.319
H 5.871 0.467 0.606
O -0.403 -1.577 -4.242
H -0.843 -0.989 -5.010
H 0.163 -0.945 -3.761
O -3.922 4.900 -1.634
H -3.531 3.998 -1.508
H -4.195 4.752 -2.586
O -4.178 1.483 3.944
H -3.723 2.343 4.161
H -4.151 0.995 4.764
```

Spin multiplicity: 1
Highest occupied orbital energy, Eh: -0.371



Last place for stability: 1)



1) DFT (ωB97M-V/def2-TZVPD) results for 3 unconnected molecules or ions with the total composition C2H2FNO.

XYZ file:
```
7
C2H2FNO (ωB97M-V/def2-TZVPD)
C 0.921 -0.735 -0.754
C -1.579 0.353 1.818
N -0.029 -0.726 -0.109
O -1.110 1.348 2.159
F 0.650 1.809 1.740
H 1.657 -0.901 -1.596
H -1.251 -0.411 1.115
```

Spin multiplicity: 1
Highest occupied orbital energy (spin up / spin down), Eh: -0.389 / -0.321



2) DFT (ωB97M-V/def2-TZVPD) results for 2 unconnected molecules or ions with the total composition C2H2FNO.

XYZ file:
```
7
C2H2FNO (ωB97M-V/def2-TZVPD)
C 1.660 -0.013 -0.420
C -0.400 -0.319 0.547
N 0.680 0.274 0.236
O 2.701 0.084 -0.910
F -2.966 1.062 -0.927
H -1.044 0.253 1.192
H -0.631 -1.340 0.283
```

Spin multiplicity: 1
Highest occupied orbital energy (spin up / spin down), Eh: -0.306 / -0.307



Last place for stability: 1)